Entry 1:
# C29H36N7O3

8 unconnected molecules or ions with the total composition C29H36N7O3 (the ωB97M-V functional and the def2-TZVPD basis, OMol25).

The charge is -2. For the LUMO energy (spin up / spin down), the calculation gives 4.4 / 4.3 eV. Its multiplicity is 2. The value obtained for the HOMO energy (spin up / spin down) is 0.0999 / -0.1193 hartree. The maximum force is 4.5 eV/Å.

Structure (XYZ):
```
75
C29H36N7O3 the ωB97M-V functional and the def2-TZVPD basis
O 0.319 0.641 0.653
C 0.651 0.367 -0.639
O 0.928 1.331 -1.405
O 0.610 -0.841 -1.032
H 0.367 1.591 0.524
N -3.873 -1.551 -1.234
C -4.861 -2.050 -2.093
C -4.297 -3.167 -2.664
C -3.009 -3.386 -2.127
C -2.755 -2.404 -1.178
H -4.011 -0.722 -0.674
H -5.858 -1.639 -2.145
H -4.885 -3.795 -3.317
H -2.447 -4.259 -2.425
H -1.861 -2.165 -0.623
N -2.807 1.028 1.127
C -3.590 0.465 2.138
C -4.884 0.342 1.734
C -4.971 0.722 0.410
C -3.666 1.176 0.017
H -1.892 1.425 1.282
H -3.169 0.393 3.130
H -5.718 0.015 2.338
H -5.799 0.609 -0.275
H -3.288 1.654 -0.875
N 5.755 -1.145 -1.867
C 5.736 0.196 -1.721
C 4.654 0.481 -0.928
C 3.998 -0.709 -0.577
C 4.759 -1.758 -1.108
H 6.481 -1.625 -2.380
H 6.480 0.838 -2.169
H 4.322 1.452 -0.589
H 3.162 -0.849 0.091
H 4.709 -2.834 -1.029
N 4.199 3.269 2.644
C 4.437 2.560 3.748
C 3.641 1.464 3.807
C 2.916 1.420 2.642
C 3.271 2.551 1.961
H 4.616 4.142 2.354
H 5.169 2.956 4.438
H 3.740 0.722 4.585
H 2.144 0.742 2.309
H 2.911 2.874 0.995
N -0.855 0.567 -4.176
C -1.143 -0.690 -4.702
C -0.610 -0.770 -5.967
C 0.080 0.385 -6.175
C -0.058 1.245 -5.075
H -1.229 0.963 -3.325
H -1.817 -1.340 -4.163
H -0.711 -1.640 -6.598
H 0.676 0.617 -7.046
H 0.065 2.295 -4.855
N -2.017 4.424 2.090
C -2.653 3.996 3.248
C -1.762 3.167 3.881
C -0.625 3.011 3.062
C -0.783 3.833 2.000
H -2.390 5.022 1.367
H -3.630 4.336 3.557
H -1.897 2.631 4.808
H 0.178 2.307 3.220
H -0.214 4.076 1.114
N 0.847 -3.194 0.974
C 0.490 -4.414 0.515
C 0.669 -5.282 1.532
C 1.188 -4.518 2.657
C 1.416 -3.221 2.249
H 0.747 -2.322 0.474
H 0.132 -4.471 -0.502
H 0.340 -6.311 1.545
H 1.444 -4.864 3.647
H 1.787 -2.364 2.791
```

The computed Mulliken charges, all in e, follow: number 1, O, carries -0.04; number 2, C, carries 0.90; number 3, O, carries -0.84; number 4, O, carries -0.86; number 5, H, carries -0.08; number 6, N, carries 0.20; number 7, C, carries -0.48; number 8, C, carries -0.76; number 9, C, carries -0.52; number 10, C, carries -0.46; number 11, H, carries 0.27; number 12, H, carries 0.38; number 13, H, carries 0.38; number 14, H, carries 0.38; number 15, H, carries 0.57; number 16, N, carries 1.11; number 17, C, carries -0.79; number 18, C, carries -0.55; number 19, C, carries -0.42; number 20, C, carries -1.20; number 21, H, carries -0.20; number 22, H, carries 0.46; number 23, H, carries 0.48; number 24, H, carries 0.60; number 25, H, carries 0.46; number 26, N, carries 0.06; number 27, C, carries -0.82; number 28, C, carries -0.20; number 29, C, carries 0.26; number 30, C, carries -0.98; number 31, H, carries 0.19; number 32, H, carries 0.40; number 33, H, carries 0.29; number 34, H, carries 0.33; number 35, H, carries 0.42; number 36, N, carries 0.07; number 37, C, carries -0.49; number 38, C, carries -1.20; number 39, C, carries 0.69; number 40, C, carries -1.52; number 41, H, carries 0.35; number 42, H, carries 0.45; number 43, H, carries 0.36; number 44, H, carries 0.60; number 45, H, carries 0.67; number 46, N, carries 0.15; number 47, C, carries -0.16; number 48, C, carries -0.62; number 49, C, carries -0.38; number 50, C, carries -0.59; number 51, H, carries 0.15; number 52, H, carries 0.27; number 53, H, carries 0.39; number 54, H, carries 0.38; number 55, H, carries 0.39; number 56, N, carries 1.20; number 57, C, carries -1.60; number 58, C, carries -1.32; number 59, C, carries -0.30; number 60, C, carries -3.13; number 61, H, carries 1.00; number 62, H, carries 0.67; number 63, H, carries 0.83; number 64, H, carries 0.76; number 65, H, carries 0.94; number 66, N, carries 0.27; number 67, C, carries -0.37; number 68, C, carries -0.73; number 69, C, carries -0.45; number 70, C, carries -0.52; number 71, H, carries 0.24; number 72, H, carries 0.47; number 73, H, carries 0.36; number 74, H, carries 0.39; number 75, H, carries 0.41

Entry 2:
# C29H36NNiO4Te

A molecular structure, C29H36NNiO4Te (the ωB97M-V functional and the def2-TZVPD basis, OMol25).

For the LUMO energy (spin up / spin down), the calculation gives 0.1 / -1.2 eV. Its multiplicity is 4. The value obtained for the energy above the lowest of the compared OMol25 structures with the same formula, charge and spin is 1.0710 eV. The value obtained for the HOMO energy (spin up / spin down) is -0.3126 / -0.3108 hartree. The maximum force is 4.5 eV/Å.

Structure (XYZ):
```
72
C29H36NNiO4Te the ωB97M-V functional and the def2-TZVPD basis
Ni 0.182 1.528 0.066
O 4.098 0.919 -0.185
H 4.944 1.155 0.256
H 3.499 1.593 0.126
C 1.767 3.530 3.007
C 2.025 3.458 1.432
C 3.451 3.964 1.302
O 1.766 2.226 0.833
H 1.775 4.606 3.280
H 2.470 3.000 3.628
H 0.722 3.172 3.256
H 1.313 4.210 1.090
H 4.127 3.138 1.627
H 3.637 4.825 2.034
H 3.766 4.137 0.297
C 2.134 -4.571 4.543
C 1.336 -3.610 3.667
C 1.253 -2.204 3.817
C 0.635 -1.472 2.833
C 0.770 -0.012 2.964
C -0.109 -2.063 1.791
Te -1.148 -0.880 0.372
N -1.358 2.527 0.340
C -1.809 3.845 0.216
O -1.373 4.869 0.760
C -3.075 3.936 -0.590
C -3.528 2.828 -1.240
C -4.616 2.930 -2.088
C -5.284 4.115 -2.300
C -4.965 5.206 -1.491
C -3.805 5.118 -0.687
C -0.466 -1.653 -1.466
C 0.793 -2.192 -1.685
C 1.965 -2.168 -0.659
C 1.155 -2.707 -2.946
C 0.156 -2.791 -3.873
C 0.304 -3.591 -5.173
C -1.053 -2.169 -3.688
C -1.359 -1.502 -2.529
C -2.625 -0.694 -2.482
C -0.130 -3.474 1.714
C -0.739 -4.190 0.602
C 0.623 -4.204 2.642
H 1.595 -5.453 4.859
H 2.406 -4.037 5.491
H 2.992 -4.834 3.872
H 1.539 -1.656 4.656
H 1.193 0.171 3.904
H -0.137 0.552 2.805
H 1.503 0.355 2.246
H -2.989 1.941 -1.129
H -4.942 2.010 -2.544
H -6.128 4.178 -3.059
H -5.410 6.213 -1.737
H -3.398 5.959 -0.182
H 1.652 -1.725 0.246
H 2.812 -1.509 -1.091
H 2.356 -3.156 -0.469
H 2.139 -3.220 -3.207
H 0.419 -4.672 -4.965
H 1.203 -3.464 -5.690
H -0.565 -3.507 -5.812
H -1.674 -2.122 -4.601
H -2.447 0.240 -1.886
H -3.542 -1.107 -2.179
H -2.687 -0.319 -3.547
H -1.415 -3.597 0.032
H -1.369 -5.067 0.916
H -0.028 -4.471 -0.124
H 0.764 -5.273 2.422
O 0.472 1.593 -2.873
C 0.467 1.287 -1.765
```

The computed Mulliken charges, all in e, follow: number 1, Ni, carries 0.67; number 2, O, carries -0.68; number 3, H, carries 0.30; number 4, H, carries 0.28; number 5, C, carries -1.52; number 6, C, carries 0.95; number 7, C, carries -1.70; number 8, O, carries -0.43; number 9, H, carries 0.50; number 10, H, carries 0.36; number 11, H, carries 0.25; number 12, H, carries 0.04; number 13, H, carries 0.32; number 14, H, carries 0.34; number 15, H, carries 0.41; number 16, C, carries -1.44; number 17, C, carries 0.57; number 18, C, carries -1.17; number 19, C, carries 1.75; number 20, C, carries -1.54; number 21, C, carries -1.40; number 22, Te, carries 0.94; number 23, N, carries 0.05; number 24, C, carries 0.24; number 25, O, carries -0.65; number 26, C, carries -0.07; number 27, C, carries 0.13; number 28, C, carries -0.44; number 29, C, carries -0.30; number 30, C, carries -0.67; number 31, C, carries -0.17; number 32, C, carries -0.14; number 33, C, carries 1.05; number 34, C, carries -1.32; number 35, C, carries -1.00; number 36, C, carries 1.07; number 37, C, carries -1.68; number 38, C, carries -0.94; number 39, C, carries 0.95; number 40, C, carries -1.12; number 41, C, carries 1.38; number 42, C, carries -2.03; number 43, C, carries -0.77; number 44, H, carries 0.39; number 45, H, carries 0.32; number 46, H, carries 0.31; number 47, H, carries 0.49; number 48, H, carries 0.46; number 49, H, carries 0.27; number 50, H, carries 0.22; number 51, H, carries 0.25; number 52, H, carries 0.39; number 53, H, carries 0.30; number 54, H, carries 0.28; number 55, H, carries 0.50; number 56, H, carries -0.20; number 57, H, carries 0.36; number 58, H, carries 0.43; number 59, H, carries 0.28; number 60, H, carries 0.34; number 61, H, carries 0.41; number 62, H, carries 0.38; number 63, H, carries 0.26; number 64, H, carries -0.40; number 65, H, carries 0.44; number 66, H, carries 0.38; number 67, H, carries 0.42; number 68, H, carries 0.47; number 69, H, carries 0.34; number 70, H, carries 0.35; number 71, O, carries -0.28; number 72, C, carries 0.47